a.
Molecular formula: C3H8N2O2
Method: DFT, ωB97M-V/def2-TZVPD

Structure (XYZ):
```
15
Properties=species:S:1:pos:R:3:mulliken_charge:R:1
O 0.06 1.74 -1.28 -0.57
O -0.63 0.57 1.25 -0.57
N 0.49 -0.51 -0.95 -0.41
N 1.69 1.12 0.23 -0.54
C -1.31 -0.56 0.76 -0.28
C -0.87 -0.99 -0.68 -0.58
C 0.68 0.86 -0.75 0.60
H -2.37 -0.28 0.74 0.28
H -0.86 -2.08 -0.76 0.35
H 1.86 2.11 0.37 0.21
H 2.53 0.57 0.20 0.21
H 1.14 -1.06 -0.41 0.29
H -1.21 -1.40 1.45 0.25
H -1.55 -0.62 -1.45 0.28
H 0.36 0.52 1.27 0.46
```

The multiplicity is 1. The LUMO energy comes out at 0.6 eV. The net charge is 0. The structure (SMILES) is NC(=O)NCCO. The calculation puts the highest occupied orbital energy at -9.63 eV. The value obtained for the gap between HOMO and LUMO is 10.26 eV. Its molar mass is 104.1 g mol⁻¹.



b.
Molecular formula: C3H8N2O2
Method: DFT, ωB97M-V/def2-TZVPD

Structure (XYZ):
```
15
Properties=species:S:1:pos:R:3:mulliken_charge:R:1
O -2.13 -0.25 -0.90 -0.61
O 2.53 -0.13 0.41 -0.51
N -1.64 -0.13 1.35 -0.39
N 0.69 0.70 -1.41 -0.68
C 1.22 -0.61 0.59 -0.69
C -1.27 -0.05 -0.04 0.42
C 0.27 0.50 -0.11 0.11
H 2.92 -0.52 -0.35 0.32
H 0.44 -0.07 -1.95 0.27
H 1.09 -1.56 0.01 0.32
H -1.17 0.37 2.10 0.22
H 0.09 1.52 -1.79 0.29
H -2.59 -0.39 1.49 0.23
H 1.08 -0.91 1.64 0.33
H 0.30 1.50 0.47 0.37
```

The multiplicity is 1. The LUMO energy comes out at 0.8 eV. The net charge is 0. The structure (SMILES) is NC(=O)[C@H](N)CO. The calculation puts the highest occupied orbital energy at -9.37 eV. The value obtained for the gap between HOMO and LUMO is 10.16 eV. Its molar mass is 104.1 g mol⁻¹.



c.
Molecular formula: C3H8N2O2
Method: DFT, ωB97M-V/def2-TZVPD

Structure (XYZ):
```
15
Properties=species:S:1:pos:R:3:mulliken_charge:R:1
O 1.78 -0.99 -0.45 -0.50
O -2.11 0.59 -0.12 -0.64
N -0.43 2.29 1.18 -0.63
N -0.58 -0.81 -0.95 -0.14
C 0.11 1.02 0.63 -0.45
C -0.95 0.28 -0.15 0.51
C 0.51 -1.65 -0.56 -0.54
H 0.61 -2.37 -1.38 0.44
H -1.22 -1.02 -1.67 0.24
H -0.42 2.18 2.19 0.24
H -1.37 2.35 0.80 0.30
H 2.25 -1.21 -1.25 0.32
H 0.95 1.21 -0.03 0.24
H 0.37 -2.25 0.34 0.28
H 0.51 0.38 1.42 0.33
```

The multiplicity is 1. The LUMO energy comes out at 0.6 eV. The net charge is 0. The structure (SMILES) is NCC(=O)NCO. The calculation puts the highest occupied orbital energy at -9.35 eV. The value obtained for the gap between HOMO and LUMO is 9.93 eV. Its molar mass is 104.1 g mol⁻¹.



d.
Molecular formula: C3H8N2O2
Method: DFT, ωB97M-V/def2-TZVPD

Structure (XYZ):
```
15
Properties=species:S:1:pos:R:3:mulliken_charge:R:1
O -1.86 0.69 -0.28 -0.32
O 0.04 -0.47 -0.49 -0.24
N 1.27 -0.74 -0.11 -0.24
N 3.40 0.07 0.24 -0.68
C -2.60 -0.46 0.00 -0.60
C -0.61 0.63 0.25 -0.29
C 2.24 0.16 -0.43 0.07
H -0.16 1.71 0.02 0.27
H -3.67 -0.19 -0.14 0.24
H 4.17 0.57 -0.15 0.24
H 2.05 0.75 -1.37 0.35
H -0.65 0.30 1.30 0.38
H -2.45 -0.91 1.00 0.30
H -2.41 -1.24 -0.81 0.22
H 1.25 -0.86 0.97 0.31
```

The multiplicity is 1. The LUMO energy comes out at 0.9 eV. The net charge is 0. The structure (SMILES) is [H]/N=C/NOCOC. The calculation puts the highest occupied orbital energy at -9.18 eV. The value obtained for the gap between HOMO and LUMO is 10.09 eV. Its molar mass is 104.1 g mol⁻¹.



Pick a: it beats the second-best structure by 0.0072 hartree.



a.
Molecular formula: C4H7NO
Method: DFT, ωB97M-V/def2-TZVPD

Structure (XYZ):
```
13
Properties=species:S:1:pos:R:3:mulliken_charge:R:1
O 2.33 0.08 0.72 -0.40
N -1.71 1.96 -0.73 -0.41
C -1.54 -0.59 -0.32 -0.13
C -1.65 0.82 -0.56 0.28
C 1.83 0.83 -0.09 -0.26
C -0.49 -1.29 -0.74 -0.54
H -2.34 -1.05 0.25 0.32
H -0.39 -2.35 -0.51 0.25
H 0.56 0.00 2.15 -0.14
H 2.19 0.86 -1.13 0.33
H 0.98 1.49 0.15 0.30
H 0.31 -0.84 -1.31 0.26
H -0.17 0.01 2.31 0.14
```

The multiplicity is 1. The LUMO energy comes out at 0.2 eV. The net charge is 0. The structure (SMILES) is C=CC#N.[H][H].C=O. The calculation puts the highest occupied orbital energy at -10.40 eV. The value obtained for the gap between HOMO and LUMO is 10.60 eV. Its molar mass is 85.1 g mol⁻¹.



b.
Molecular formula: C4H7NO
Method: DFT, ωB97M-V/def2-TZVPD

Structure (XYZ):
```
13
Properties=species:S:1:pos:R:3:mulliken_charge:R:1
O -1.53 1.92 0.91 -0.45
N -1.28 1.44 -1.40 -0.40
C -0.11 -1.74 -0.47 -0.82
C -0.94 1.69 -0.31 0.44
C 1.10 0.45 0.09 -0.87
C 0.75 -0.86 0.36 -0.09
H 1.00 1.22 0.83 0.34
H -0.57 -2.51 0.14 0.28
H 0.45 -2.28 -1.24 0.25
H 2.07 0.61 -0.36 0.34
H 1.53 -1.44 0.85 0.33
H -0.86 -1.14 -0.97 0.28
H -1.62 2.64 1.56 0.36
```

The multiplicity is 1. The LUMO energy (alpha / beta) comes out at 0.1 / -0.5 eV. The net charge is 0. The structure (SMILES) is C=CC.N#CO. The calculation puts the highest occupied orbital energy (alpha / beta) at -8.23 / -7.74 eV. The value obtained for the gap between HOMO and LUMO (alpha / beta) is 8.34 / 7.21 eV. Its molar mass is 85.1 g mol⁻¹.



c.
Molecular formula: C4H7NO
Method: DFT, ωB97M-V/def2-TZVPD

Structure (XYZ):
```
13
Properties=species:S:1:pos:R:3:mulliken_charge:R:1
O 1.02 0.10 1.97 -0.66
N 0.30 -0.03 -0.25 0.14
C 1.55 -0.21 -0.94 -0.83
C -1.32 0.09 1.08 -0.43
C -1.11 0.06 -0.57 -0.51
C 0.18 0.03 1.10 0.35
H -1.80 -0.69 1.70 0.27
H 1.96 -1.20 -0.72 0.27
H -1.61 1.06 1.52 0.23
H 2.25 0.54 -0.56 0.29
H -1.47 1.02 -0.96 0.22
H 1.43 -0.09 -2.02 0.35
H -1.38 -0.69 -1.35 0.31
```

The multiplicity is 1. The LUMO energy comes out at 0.9 eV. The net charge is 0. The structure (SMILES) is CN1CCC1=O. The calculation puts the highest occupied orbital energy at -9.25 eV. The value obtained for the gap between HOMO and LUMO is 10.12 eV. Its molar mass is 85.1 g mol⁻¹.



d.
Molecular formula: C4H7NO
Method: DFT, ωB97M-V/def2-TZVPD

Structure (XYZ):
```
13
Properties=species:S:1:pos:R:3:mulliken_charge:R:1
O 0.50 -1.74 -0.18 -0.54
N 0.18 0.40 -0.98 -0.44
C 2.17 -0.10 0.36 -0.97
C -1.97 0.08 0.26 -0.92
C -1.05 0.65 -0.78 0.16
C 0.87 -0.58 -0.24 0.61
H -2.81 -0.41 -0.24 0.26
H -2.39 0.89 0.87 0.29
H -1.47 -0.65 0.90 0.30
H 2.58 -0.88 1.00 0.31
H 2.02 0.82 0.93 0.28
H -1.50 1.38 -1.47 0.38
H 2.88 0.13 -0.44 0.27
```

The multiplicity is 1. The LUMO energy comes out at 1.0 eV. The net charge is 0. The structure (SMILES) is C/C=N\C(C)=O. The calculation puts the highest occupied orbital energy at -9.60 eV. The value obtained for the gap between HOMO and LUMO is 10.56 eV. Its molar mass is 85.1 g mol⁻¹.



Pick d: it beats the second-best structure by 0.0232 hartree.



a.
Molecular formula: C4H7NO
Method: DFT, ωB97M-V/def2-TZVPD

Structure (XYZ):
```
13
Properties=species:S:1:pos:R:3:mulliken_charge:R:1
O 0.08 -1.10 0.85 -0.47
N 0.01 1.43 0.59 -0.49
C 1.23 0.76 -0.10 -0.40
C -1.92 0.01 -0.19 -0.99
C -0.59 0.38 0.34 0.68
C 1.22 -0.91 0.14 -0.38
H 1.35 1.13 -1.12 0.31
H 2.04 1.09 0.54 0.26
H 2.13 -1.17 0.70 0.36
H -1.87 -0.97 -0.66 0.32
H 1.20 -1.37 -0.86 0.23
H -2.28 0.77 -0.89 0.31
H -2.60 -0.04 0.66 0.27
```

The multiplicity is 1. The LUMO energy comes out at 0.7 eV. The net charge is 0. The calculation puts the highest occupied orbital energy at -9.26 eV. The value obtained for the gap between HOMO and LUMO is 9.94 eV. Its molar mass is 85.1 g mol⁻¹.



b.
Molecular formula: C4H7NO
Method: DFT, ωB97M-V/def2-TZVPD

Structure (XYZ):
```
13
Properties=species:S:1:pos:R:3:mulliken_charge:R:1
O -1.10 2.41 -1.87 -0.53
N 0.56 -0.33 -0.30 -0.17
C -0.25 -1.54 0.68 -0.82
C 0.86 0.07 0.96 -0.48
C -0.18 0.35 -1.17 -0.03
C -0.41 1.77 -1.09 -0.15
H -0.54 -2.14 -0.19 0.30
H -1.15 -1.15 1.17 0.30
H 0.56 1.05 1.34 0.28
H 0.36 -2.15 1.34 0.37
H 1.65 -0.46 1.48 0.33
H 0.14 2.30 -0.28 0.24
H -0.50 -0.18 -2.06 0.37
```

The multiplicity is 1. The LUMO energy (alpha / beta) comes out at -0.2 / -0.2 eV. The net charge is 0. The calculation puts the highest occupied orbital energy (alpha / beta) at -7.69 / -7.69 eV. The value obtained for the gap between HOMO and LUMO (alpha / beta) is 7.46 / 7.46 eV. Its molar mass is 85.1 g mol⁻¹.



c.
Molecular formula: C4H7NO
Method: DFT, ωB97M-V/def2-TZVPD

Structure (XYZ):
```
13
Properties=species:S:1:pos:R:3:mulliken_charge:R:1
O -2.10 -1.32 0.47 -0.48
N -0.14 0.95 -1.30 -0.54
C -0.06 -0.19 -0.41 0.90
C -0.36 1.19 0.13 -0.82
C 1.35 -0.71 -0.21 -1.19
C -1.05 -0.75 0.56 0.07
H -1.41 1.40 0.36 0.28
H 2.06 -0.04 -0.71 0.38
H 1.60 -0.76 0.86 0.28
H -1.01 1.07 -1.83 0.31
H -0.55 -0.31 1.61 0.10
H 1.47 -1.72 -0.63 0.33
H 0.20 1.18 1.12 0.40
```

The multiplicity is 1. The LUMO energy comes out at 0.9 eV. The net charge is 0. The structure (SMILES) is C[C@@]1(C=O)CN1. The calculation puts the highest occupied orbital energy at -9.41 eV. The value obtained for the gap between HOMO and LUMO is 10.35 eV. Its molar mass is 85.1 g mol⁻¹.



Pick a: it beats the second-best structure by 0.0200 hartree.



a.
Molecular formula: C4H7NO
Method: DFT, ωB97M-V/def2-TZVPD

Structure (XYZ):
```
13
Properties=species:S:1:pos:R:3:mulliken_charge:R:1
O -1.65 -0.23 -1.50 -0.53
N 0.50 -1.91 -0.75 -0.50
C 0.58 0.09 0.59 0.22
C 0.39 -1.19 0.40 -0.24
C 1.08 1.32 0.74 -0.84
C -1.34 0.68 -0.77 -0.19
H 0.47 2.20 0.67 0.29
H -0.05 -1.46 -1.53 0.32
H -0.45 1.23 -0.87 0.37
H -2.13 1.18 -0.05 0.25
H 0.15 -2.80 -0.54 0.27
H 2.02 1.62 1.02 0.30
H 0.08 -1.59 1.30 0.29
```

The multiplicity is 1. The LUMO energy comes out at 0.9 eV. The net charge is 0. The structure (SMILES) is C=C=CN.C=O. The calculation puts the highest occupied orbital energy at -8.67 eV. The value obtained for the gap between HOMO and LUMO is 9.59 eV. Its molar mass is 85.1 g mol⁻¹.



b.
Molecular formula: C4H7NO
Method: DFT, ωB97M-V/def2-TZVPD

Structure (XYZ):
```
13
Properties=species:S:1:pos:R:3:mulliken_charge:R:1
O -2.18 -2.19 1.01 -0.47
N 0.09 -0.31 -0.94 -0.43
C 0.04 1.06 -0.54 -0.28
C -1.68 -1.19 0.54 -0.02
C 1.48 0.82 0.22 -0.88
C -0.44 -1.24 -0.26 0.07
H 0.03 -2.22 -0.36 0.37
H 0.27 1.78 -1.33 0.22
H -2.19 -0.21 0.60 0.28
H -0.92 1.41 -0.08 0.26
H 1.37 1.05 1.27 0.27
H 2.20 1.44 -0.31 0.30
H 1.92 -0.20 0.17 0.30
```

The multiplicity is 1. The LUMO energy comes out at 0.0 eV. The net charge is 0. The structure (SMILES) is CC/N=C\C=O. The calculation puts the highest occupied orbital energy at -9.26 eV. The value obtained for the gap between HOMO and LUMO is 9.23 eV. Its molar mass is 85.1 g mol⁻¹.



Pick b: it beats the second-best structure by 0.0367 hartree.



a.
Molecular formula: C4H7NO
Method: DFT, ωB97M-V/def2-TZVPD

Structure (XYZ):
```
13
Properties=species:S:1:pos:R:3:mulliken_charge:R:1
O -0.23 -1.27 0.74 -0.14
N 1.20 0.88 -0.54 -0.60
C 0.58 1.41 0.68 -0.39
C 0.43 -2.33 0.37 -0.26
C -0.25 0.84 -0.39 0.06
C -0.98 -0.47 -0.20 -0.57
H 0.64 2.49 0.81 0.26
H 0.09 -2.51 -0.69 0.14
H 1.62 -0.02 -0.35 0.27
H -1.99 -0.33 0.19 0.27
H 0.69 0.83 1.60 0.21
H -1.01 -1.03 -1.15 0.37
H -0.78 1.51 -1.07 0.37
```

The multiplicity is 1. The LUMO energy comes out at 0.5 eV. The net charge is 0. The calculation puts the highest occupied orbital energy at -8.93 eV. The value obtained for the gap between HOMO and LUMO is 9.40 eV. Its molar mass is 85.1 g mol⁻¹.



b.
Molecular formula: C4H7NO
Method: DFT, ωB97M-V/def2-TZVPD

Structure (XYZ):
```
13
Properties=species:S:1:pos:R:3:mulliken_charge:R:1
O -3.07 -0.61 -0.05 -0.46
N -2.35 0.50 1.01 -0.43
C 1.71 -0.16 0.42 -1.27
C -0.60 -0.29 -0.70 -0.42
C 0.47 0.60 -0.03 -0.32
C -1.87 -0.12 0.03 0.70
H 0.74 1.42 -0.71 0.29
H -0.79 -0.04 -1.76 0.29
H 2.29 -0.55 -0.43 0.32
H 1.44 -1.00 1.06 0.35
H -0.35 -1.36 -0.67 0.29
H 2.36 0.51 0.99 0.35
H 0.02 1.09 0.85 0.32
```

The multiplicity is 1. The LUMO energy comes out at 0.4 eV. The net charge is 0. The structure (SMILES) is CCCC1=NO1. The calculation puts the highest occupied orbital energy at -9.72 eV. The value obtained for the gap between HOMO and LUMO is 10.12 eV. Its molar mass is 85.1 g mol⁻¹.



Pick b: it beats the second-best structure by 0.0443 hartree.



a.
Molecular formula: C4H7NO
Method: DFT, ωB97M-V/def2-TZVPD

Structure (XYZ):
```
13
Properties=species:S:1:pos:R:3:mulliken_charge:R:1
O -1.52 2.56 0.34 -0.59
N 0.21 1.05 0.95 -0.89
C 0.56 -1.44 0.56 -1.33
C -0.86 0.41 -0.82 -0.51
C -0.85 1.57 0.22 0.42
C 0.28 -0.05 0.06 1.18
H -0.65 0.68 -1.86 0.27
H -1.73 -0.26 -0.77 0.25
H 0.72 -2.16 -0.25 0.34
H 1.41 0.09 -0.78 0.14
H 1.32 0.71 -0.14 0.03
H 1.41 -1.43 1.25 0.36
H -0.33 -1.74 1.13 0.32
```

The multiplicity is 1. The LUMO energy comes out at 0.2 eV. The net charge is 0. The calculation puts the highest occupied orbital energy at -9.19 eV. The value obtained for the gap between HOMO and LUMO is 9.35 eV. Its molar mass is 85.1 g mol⁻¹.



b.
Molecular formula: C4H7NO
Method: DFT, ωB97M-V/def2-TZVPD

Structure (XYZ):
```
13
Properties=species:S:1:pos:R:3:mulliken_charge:R:1
O -0.34 -1.08 -1.41 -0.65
N -0.20 1.07 -1.96 -0.43
C -0.15 0.07 -1.04 0.50
C -0.58 -0.53 1.35 -0.53
C 0.87 -0.73 1.10 -0.53
C 0.13 0.38 0.39 -0.11
H -0.46 0.69 -2.86 0.25
H -0.90 -0.12 2.30 0.26
H -1.26 -1.24 0.89 0.23
H 1.58 -0.44 1.88 0.25
H -0.17 2.06 -1.81 0.19
H 0.32 1.41 0.69 0.33
H 1.16 -1.56 0.47 0.23
```

The multiplicity is 1. The LUMO energy comes out at 1.0 eV. The net charge is 0. The structure (SMILES) is NC(=O)C1CC1. The calculation puts the highest occupied orbital energy at -9.89 eV. The value obtained for the gap between HOMO and LUMO is 10.91 eV. Its molar mass is 85.1 g mol⁻¹.



c.
Molecular formula: C4H7NO
Method: DFT, ωB97M-V/def2-TZVPD

Structure (XYZ):
```
13
Properties=species:S:1:pos:R:3:mulliken_charge:R:1
O 1.08 -1.12 -1.22 -0.59
N 1.62 0.98 0.65 -0.56
C -1.28 -0.80 -1.20 -1.07
C 0.58 0.65 1.58 -0.48
C 0.33 0.77 0.02 -0.19
C 0.14 -0.46 -0.82 0.75
H 0.33 1.48 2.26 0.32
H -1.98 -0.50 -0.41 0.31
H -1.36 -1.87 -1.39 0.33
H -0.49 1.35 0.41 0.34
H -1.56 -0.26 -2.11 0.27
H 2.12 0.11 0.50 0.31
H 0.40 -0.33 1.96 0.25
```

The multiplicity is 1. The LUMO energy comes out at 0.9 eV. The net charge is 0. The structure (SMILES) is CC(=O)[C@H]1CN1. The calculation puts the highest occupied orbital energy at -9.10 eV. The value obtained for the gap between HOMO and LUMO is 9.96 eV. Its molar mass is 85.1 g mol⁻¹.



d.
Molecular formula: C4H7NO
Method: DFT, ωB97M-V/def2-TZVPD

Structure (XYZ):
```
13
Properties=species:S:1:pos:R:3:mulliken_charge:R:1
O -0.99 -1.45 -1.14 -0.41
N -1.47 -0.22 1.70 -0.49
C 0.46 0.43 -0.42 -0.33
C -0.33 -0.59 -0.70 0.76
C -0.77 -1.28 1.79 -0.47
C 0.96 1.19 -1.62 -1.14
H 0.27 -1.31 2.13 0.32
H 0.97 2.27 -1.42 0.33
H 0.76 0.69 0.59 0.26
H -0.94 0.60 2.00 0.26
H -1.20 -2.21 1.44 0.35
H 1.97 0.88 -1.89 0.26
H 0.30 1.01 -2.47 0.31
```

The multiplicity is 1. The LUMO energy comes out at 0.8 eV. The net charge is 0. The structure (SMILES) is CC=C=O.C=N. The calculation puts the highest occupied orbital energy at -8.74 eV. The value obtained for the gap between HOMO and LUMO is 9.52 eV. Its molar mass is 85.1 g mol⁻¹.



Pick b: it beats the second-best structure by 0.0755 hartree.